This record from the OMol25 dataset describes the ion C5H10N with charge +1 in a non-equilibrium geometry. The level of theory is ωB97M-V with the def2-TZVPD basis set.

Structure (XYZ):
```
16
Properties=species:S:1:pos:R:3:forces:R:3
C 0.4930 1.9670 -0.8466 2.3 3.2 1.2
H 1.3402 1.7682 -1.4744 -0.2 -0.6 -1.1
H -0.7373 1.5995 1.1419 -0.5 -0.1 0.4
H 0.9337 -1.2256 -0.6300 -1.1 -0.1 0.7
N -0.5363 1.0354 -0.7791 -1.0 -1.7 -1.2
H -0.9720 1.0241 -1.6782 -1.1 -0.7 -0.5
C 0.5953 -2.7898 0.9506 1.2 4.5 -1.3
C -0.6035 -0.1940 0.0567 -0.3 0.0 1.4
H 0.3999 -2.6940 2.0082 0.3 -0.3 0.1
H -2.4603 1.2205 0.5581 1.8 -0.6 -0.9
H 0.0078 2.9535 -1.1328 1.0 -1.0 0.6
H 1.6999 -2.8674 0.5988 -2.0 0.1 1.1
H 0.0189 -3.5055 0.4593 -1.0 -1.2 -0.6
C -1.3351 1.0100 0.4495 -1.6 -0.2 1.5
H 1.0094 1.9661 0.1289 -0.5 0.6 -0.1
C 0.1465 -1.2680 0.1891 2.8 -2.0 -1.4
```
Positions in Å, forces in eV/Å.

Its spin multiplicity is 1. Its net charge is +1. The value obtained for the orbital gap is 12.0 eV. The HOMO energy comes out at -0.5517 Eh.

=====

This record from the OMol25 dataset describes a structure of composition C5H10N in a non-equilibrium geometry. The level of theory is ωB97M-V with the def2-TZVPD basis set.

Structure (XYZ):
```
16
Properties=species:S:1:pos:R:3:forces:R:3
H -3.0210 1.0908 -1.7574 -0.3 0.4 -0.8
C 1.2441 -0.9661 -1.0451 1.0 -2.5 -1.4
H 1.7996 0.3029 0.5895 -0.4 -0.7 -0.9
H -0.6926 -2.0245 -0.3902 0.2 0.1 0.0
H -0.1105 -0.3920 2.4679 -0.3 0.2 -0.4
H 0.0947 -1.6547 -0.7469 0.5 -0.1 0.0
H 1.0836 -0.7164 -2.1582 0.6 -0.5 1.9
N 1.1152 0.1919 -0.1993 -0.6 0.1 3.0
H -1.3245 0.8644 2.1143 -2.3 0.5 0.6
C -0.3884 0.5074 1.8922 2.6 -1.0 -1.2
C -2.0572 1.0531 -1.3312 -1.6 0.0 -0.4
H 2.1528 -1.5882 -0.7074 -1.6 0.9 -1.1
H 1.2880 0.9482 -0.7834 0.4 2.3 -1.3
C -0.2377 0.4028 0.4039 -1.4 0.2 -0.6
H 0.2990 1.2772 2.1796 0.6 0.7 0.6
C -1.2450 0.7031 -0.5283 2.7 -0.4 2.0
```
Positions in Å, forces in eV/Å.

Its spin multiplicity is 1. Its net charge is +1. The value obtained for the orbital gap (alpha / beta) is 7.5 / 8.2 eV. The HOMO energy (alpha / beta) comes out at -0.4725 / -0.4928 Eh.

=====

This record from the OMol25 dataset describes a cluster of 2 separate species, C5H10N in total in a non-equilibrium geometry. The level of theory is ωB97M-V with the def2-TZVPD basis set.

Structure (XYZ):
```
16
Properties=species:S:1:pos:R:3:forces:R:3
H 1.9841 -0.0356 1.4487 0.1 -0.8 0.7
H 0.4161 -0.4382 2.4268 -0.1 -0.8 -0.2
C 0.3245 0.7721 0.5417 1.5 -0.3 -2.5
C -1.4385 -0.6800 -1.0722 1.1 -1.7 1.0
H 0.3229 -0.7338 -2.1346 -2.5 -1.1 -0.2
C 0.9829 0.2047 1.7836 -0.9 2.1 -1.3
N 1.0867 0.7009 -0.5819 -0.6 1.5 0.7
H 1.0379 1.4123 -1.3153 -1.0 -0.2 0.3
H -0.3331 1.6247 0.3923 -0.8 -0.6 1.1
C -0.8254 -1.1330 -2.1222 2.2 2.9 0.2
H -1.4120 -1.5036 0.8424 0.2 -1.0 0.4
H 1.0244 1.1314 2.3421 0.5 0.3 0.7
H -1.3513 -1.3130 -3.0244 -0.1 -0.8 -0.8
C -1.5998 -0.6537 0.2466 -1.4 1.9 -0.4
H -2.2707 0.0924 0.6915 0.5 -0.1 0.0
H 2.0514 0.5523 -0.4652 1.4 -1.3 0.4
```
Positions in Å, forces in eV/Å.

Its spin multiplicity is 1. Its net charge is +1. The value obtained for the orbital gap is 9.2 eV. The HOMO energy comes out at -0.5193 Eh.

=====

This record from the OMol25 dataset describes the ion C5H10N with charge +1 in a non-equilibrium geometry. The level of theory is ωB97M-V with the def2-TZVPD basis set.

Structure (XYZ):
```
16
Properties=species:S:1:pos:R:3:forces:R:3
C 0.8900 1.4757 -0.0563 -1.8 -3.4 2.4
H -2.5885 0.7949 0.7405 -0.1 0.1 0.1
H 0.0750 0.3404 1.8899 0.3 0.0 0.1
H 1.0432 2.4262 -0.5109 0.3 0.4 -0.4
H 2.9472 -0.8296 0.7605 0.0 0.1 0.0
N 1.3740 0.3319 0.1429 -0.6 1.2 0.0
H 3.1744 -0.0200 -0.8156 -0.1 0.1 0.0
H -1.8965 1.1688 -0.8431 0.0 0.0 0.0
C -1.0042 -0.5460 0.1375 -0.2 -0.1 -0.1
H -2.9719 -0.2200 -0.6513 -0.1 0.0 0.0
H -0.6403 -1.0018 -0.7866 0.1 -0.1 0.1
C 2.4582 -0.5182 -0.1657 1.3 -1.0 -0.2
H -1.3393 -1.3413 0.8082 0.1 -0.1 -0.1
C 0.0946 0.1818 0.8223 0.9 2.6 -1.7
H 2.0770 -1.4218 -0.6492 0.0 0.2 0.0
C -2.1913 0.3622 -0.1719 0.1 -0.1 0.0
```
Positions in Å, forces in eV/Å.

Its spin multiplicity is 1. Its net charge is +1. The value obtained for the orbital gap is 10.9 eV. The HOMO energy comes out at -0.5751 Eh.

=====

This record from the OMol25 dataset describes a cluster of 2 separate species, C5H10N in total in a non-equilibrium geometry. The level of theory is ωB97M-V with the def2-TZVPD basis set.

Structure (XYZ):
```
16
Properties=species:S:1:pos:R:3:forces:R:3
H -1.4273 -2.1415 -2.1278 1.7 0.5 0.7
C 0.6980 3.3573 2.4968 1.0 -0.5 2.7
H 1.1724 2.7739 3.3021 0.1 -0.1 -0.1
C -0.3212 -1.7995 -2.1670 -4.7 -1.0 1.7
H -1.6076 -0.2231 -0.5473 -0.8 0.8 0.6
H 0.5797 4.3522 2.8205 -0.4 1.5 0.0
H -0.7251 -2.4674 0.3910 0.8 1.3 0.7
H 1.1239 -0.8444 -1.3152 -0.3 0.4 1.4
C -0.0767 -1.5309 0.4309 -4.6 -1.8 -3.5
H 0.2077 2.3565 0.4734 -0.2 0.1 0.3
N 0.1830 -1.1357 -0.9958 1.8 0.9 1.0
H -0.3877 -1.0330 -2.8290 0.5 1.6 -2.9
C 0.3169 2.8083 1.4358 -0.4 -1.0 -2.8
C -0.6532 -0.3049 -0.0731 0.3 -1.1 -1.6
H 0.6926 -1.5154 1.0407 3.8 0.0 2.9
H 0.2246 -2.6524 -2.3357 1.6 -1.6 -1.0
```
Positions in Å, forces in eV/Å.

Its spin multiplicity is 3. Its net charge is +1. The value obtained for the orbital gap (alpha / beta) is 7.3 / 6.6 eV. The HOMO energy (alpha / beta) comes out at -0.3896 / -0.4858 Eh.

=====

This record from the OMol25 dataset describes the molecule C5H10N2 in a non-equilibrium geometry. The level of theory is ωB97M-V with the def2-TZVPD basis set.

Structure (XYZ):
```
17
Properties=species:S:1:pos:R:3:forces:R:3
N -0.8793 0.9908 -0.5337 -3.9 0.5 -2.4
H 0.2236 0.1649 2.4548 2.1 -0.1 -1.0
H 2.6558 -1.0570 -0.7412 -3.4 -1.2 0.3
H -1.1169 1.5303 1.6740 -0.4 -1.1 -2.5
C 0.7025 -0.8630 0.4623 0.9 -0.6 -2.3
H -1.5461 -0.3033 1.0311 1.5 2.6 0.5
H 1.3695 1.1488 1.2074 -0.6 -0.5 0.6
H 1.2676 0.7962 -0.8284 -1.4 -3.0 -1.9
C -0.6011 -0.3163 -1.4142 -3.8 1.8 -2.5
H -1.1297 -1.2516 -1.0373 0.4 1.2 -0.7
H -0.2948 -1.3981 0.6825 2.6 -0.3 -0.9
C -0.8404 0.7034 0.8632 -0.8 -0.2 2.9
N 1.5791 -1.3973 -0.7502 3.0 -0.3 2.2
H -0.9132 -0.1712 -2.6158 0.6 0.1 3.2
C 0.6194 0.3519 1.3889 -2.3 -0.9 -0.2
C 0.7698 -0.3241 -1.0856 3.2 3.1 4.5
H -1.8658 1.3955 -0.7578 2.3 -1.1 0.4
```
Positions in Å, forces in eV/Å.

Its spin multiplicity is 1. The value obtained for the orbital gap is 9.2 eV. The HOMO energy comes out at -0.2993 Eh.

=====

This record from the OMol25 dataset describes a cluster of 2 separate species, C5H10N2 in total in a non-equilibrium geometry. The level of theory is ωB97M-V with the def2-TZVPD basis set.

Structure (XYZ):
```
17
Properties=species:S:1:pos:R:3:forces:R:3
C 1.3949 -1.1312 1.0169 0.0 0.1 -0.5
H -2.4548 -0.2763 -0.5665 0.1 -0.2 0.1
H 1.9005 1.4594 -2.2036 0.1 0.1 -0.3
H 1.5352 -1.8390 1.8188 -2.0 -0.1 0.8
H -1.9900 -0.3844 -2.2469 0.1 0.1 0.0
H -1.0890 -0.1178 1.8170 -0.2 0.3 0.1
H -0.6504 1.5881 1.3351 -0.4 -0.3 0.0
H 1.5461 0.9143 0.7714 -0.6 -0.1 -2.4
C -0.3067 0.6384 1.7571 0.4 -0.3 0.0
H 1.8835 -1.6681 0.2161 1.2 1.1 -0.6
C 0.7958 0.1068 0.8639 2.4 -1.1 4.2
H 0.0559 0.8861 2.7542 0.1 -0.2 0.2
N 0.9112 1.3690 -2.3924 -0.2 1.2 1.1
H -1.6479 -1.7303 -1.2326 0.3 0.0 0.5
C -1.6718 -0.6416 -1.2352 -0.6 0.1 -0.3
C 0.1798 0.8678 -1.5488 -0.2 -3.8 -1.1
N -0.3925 -0.0413 -0.9247 -0.5 2.8 -1.8
```
Positions in Å, forces in eV/Å.

Its spin multiplicity is 1. The value obtained for the orbital gap is 7.9 eV. The HOMO energy comes out at -0.2632 Eh.

=====

This record from the OMol25 dataset describes the molecule C5H10N2 in a non-equilibrium geometry. The level of theory is ωB97M-V with the def2-TZVPD basis set.

Structure (XYZ):
```
17
Properties=species:S:1:pos:R:3:forces:R:3
C -0.0036 0.9320 -1.3481 1.1 1.6 1.0
H 1.1500 -0.6146 2.5485 -1.0 0.8 -0.4
H 2.0237 0.4032 -2.0235 0.9 0.1 -0.2
C -1.7028 -0.6958 -0.5565 -0.3 2.4 -0.8
C 0.2671 -0.0711 2.0915 -0.1 -0.8 -0.2
C 1.5453 -0.1815 0.0150 -0.8 -0.1 -0.2
H -1.2006 -1.6076 -0.2303 -0.8 0.0 0.2
H -1.8643 -0.7108 -1.6479 -0.1 -0.3 0.3
N 0.3240 -0.3303 0.6427 -1.0 2.2 0.4
C 1.3659 0.3475 -1.1925 0.9 0.0 -0.2
H 0.1493 0.9763 2.4967 0.3 -0.9 -0.8
H 2.3470 -0.5913 0.6440 0.1 0.2 -1.1
H -0.4391 0.5941 -2.2730 -0.3 0.8 -0.7
N -0.8040 0.4731 -0.2684 1.5 -3.6 3.2
H -2.6394 -0.2968 -0.1029 0.3 -1.6 -0.1
H 0.0913 2.0438 -1.0799 -0.2 -1.0 -1.8
H -0.6099 -0.6702 2.2845 -0.4 0.2 1.3
```
Positions in Å, forces in eV/Å.

Its spin multiplicity is 1. The value obtained for the orbital gap is 8.7 eV. The HOMO energy comes out at -0.2794 Eh.

=====

This record from the OMol25 dataset describes the molecule C5H10N2. The level of theory is ωB97M-V with the def2-TZVPD basis set.

Structure (XYZ):
```
17
Properties=species:S:1:pos:R:3:forces:R:3
N 0.7777 0.3789 0.3875 -0.1 0.1 -0.1
C -0.9804 0.7198 -1.3259 0.0 0.2 0.1
H -0.2782 0.0295 3.0335 0.1 -0.1 -0.1
H -1.2294 0.4410 0.8684 0.0 0.0 -0.1
C -0.1729 0.2987 -2.5001 0.2 0.1 -0.1
C -0.5179 0.5341 0.0608 0.1 -0.1 0.1
H -0.3502 -1.3547 1.9446 0.1 0.1 0.1
H 1.4431 0.6502 -0.3345 -0.1 -0.1 0.2
H -1.0740 -1.2906 -1.6194 -0.1 0.1 -0.1
H -1.6841 1.5370 -1.4924 0.2 -0.1 0.1
C 1.2853 -0.0902 1.5206 0.0 -0.1 0.0
N -1.3633 -0.4624 -2.1375 0.0 -0.2 0.0
H 0.8051 -0.1614 -2.3517 -0.2 0.1 0.0
C 0.3503 -0.7013 2.4983 0.0 0.0 0.0
H 0.8854 -1.2991 3.2412 -0.1 0.1 -0.1
H 2.3593 -0.0851 1.6360 -0.1 0.0 -0.1
H -0.2559 0.8556 -3.4294 0.0 0.0 0.1
```
Positions in Å, forces in eV/Å.

Its spin multiplicity is 1. The value obtained for the orbital gap is 7.5 eV. The HOMO energy comes out at -0.2421 Eh.

=====

This record from the OMol25 dataset describes the molecule C5H10N2 in a non-equilibrium geometry. The level of theory is ωB97M-V with the def2-TZVPD basis set.

Structure (XYZ):
```
17
Properties=species:S:1:pos:R:3:forces:R:3
H -0.9267 1.8918 -0.8136 -0.2 0.0 0.1
N 1.8299 0.8970 1.3172 -0.1 0.0 -0.9
C -0.6185 -0.4062 -0.3472 0.5 1.6 0.4
C 0.6302 -0.6978 -0.1789 0.8 0.1 0.4
H -2.5534 -0.0429 -1.1332 0.0 -0.1 0.0
C -0.3850 1.6589 0.1056 -1.2 -0.4 -0.4
H 2.3767 -1.7109 -0.3045 -0.1 0.0 0.0
H 1.5768 1.1187 -0.7766 -0.4 0.3 0.2
H 0.1963 2.5519 0.3379 0.4 -0.3 0.0
H -2.2094 -1.7241 -0.6982 0.1 0.1 0.0
H -1.0310 1.5064 0.9692 -0.1 0.0 -0.1
N 1.3972 -1.8413 -0.0931 -0.1 0.0 -0.2
H 0.9995 -2.6774 -0.4929 0.1 0.0 0.0
H 2.0742 0.0197 1.7766 -0.4 0.1 0.1
C -2.0480 -0.6800 -0.4009 -0.3 0.0 -0.1
C 1.2233 0.6725 0.1625 1.1 -1.3 0.4
H -2.5322 -0.5364 0.5701 0.1 0.0 -0.1
```
Positions in Å, forces in eV/Å.

Its spin multiplicity is 1. The value obtained for the orbital gap is 7.9 eV. The HOMO energy comes out at -0.2762 Eh.

=====

This record from the OMol25 dataset describes the molecule C5H10N2 in a non-equilibrium geometry. The level of theory is ωB97M-V with the def2-TZVPD basis set.

Structure (XYZ):
```
17
Properties=species:S:1:pos:R:3:forces:R:3
H -1.1438 2.1476 -0.0865 -0.2 -0.3 0.6
C -0.8016 0.5397 1.3085 -0.6 0.1 0.7
H -0.3272 -1.7652 -1.9214 -0.4 0.8 1.1
H -1.7003 0.1578 1.8434 0.0 0.7 -0.8
C 1.1408 0.0580 -1.4010 2.3 1.7 0.3
H 1.0464 -0.3449 1.7472 1.2 -0.4 0.2
N -0.9303 1.1541 -0.0554 0.4 -0.2 -0.2
N -0.6972 -1.2276 -1.1005 0.0 -1.4 -1.3
H -1.2827 -1.8977 -0.6223 0.0 0.3 0.6
H -0.3647 1.3501 1.9023 0.1 -0.5 0.6
H -0.2674 -1.5474 1.5983 0.5 -0.2 -0.3
C 0.2381 -0.6811 1.1483 -1.8 0.8 -0.2
C 0.4375 0.9351 -0.4297 -1.1 0.6 -1.5
H 1.2018 1.4831 0.1495 -0.5 -0.6 0.3
H 2.1690 0.4018 -1.3002 0.1 -0.8 -0.1
H 0.8702 -0.0911 -2.4048 -0.4 -0.4 -1.1
C 0.4115 -0.6725 -0.3758 0.2 -0.3 1.2
```
Positions in Å, forces in eV/Å.

Its spin multiplicity is 1. The value obtained for the orbital gap is 8.4 eV. The HOMO energy comes out at -0.2697 Eh.

=====

This record from the OMol25 dataset describes a structure of composition C5H10N2 in a non-equilibrium geometry. The level of theory is ωB97M-V with the def2-TZVPD basis set.

Structure (XYZ):
```
17
Properties=species:S:1:pos:R:3:forces:R:3
H 1.7316 -2.1015 -0.2281 -0.1 0.1 0.0
N 0.1983 0.9384 -0.5074 -1.9 0.7 -1.0
H 2.1917 -0.9049 -1.4505 -0.1 0.0 0.0
C 1.3737 -1.2444 -0.8043 0.2 0.1 0.0
H -2.7693 1.6321 0.3307 0.0 0.0 0.0
N 1.9270 0.3589 0.9687 0.2 -0.5 0.3
H -1.2017 -1.4392 0.7731 0.1 -0.1 0.2
C -0.9796 0.5657 -0.0886 1.3 0.9 -0.6
C -2.2881 1.1216 -0.5071 0.0 0.1 -0.1
H 2.8857 0.0726 0.8222 -0.3 0.3 0.1
H -2.1599 1.8210 -1.3346 0.0 0.0 0.1
H 1.7224 1.2390 1.4236 0.4 -0.2 -0.3
H -0.5124 -0.1732 1.8923 -0.3 -0.1 0.0
C 0.9363 -0.1193 0.1041 -1.7 -1.2 1.7
C -0.6577 -0.4977 0.8644 2.0 -0.4 -0.4
H -2.9450 0.3066 -0.8251 0.0 0.1 0.0
H 0.5470 -1.5758 -1.4333 0.1 0.1 0.1
```
Positions in Å, forces in eV/Å.

Its spin multiplicity is 1. The value obtained for the orbital gap is 9.4 eV. The HOMO energy comes out at -0.3061 Eh.

=====

E, respectively: -6826.50157; -6822.99197; -6826.56798; -6827.48559; -6822.21802; -8320.90150; -8322.05032; -8323.66407; -8324.24240; -8321.76829; -8322.85941; -8325.93400 eV.